# 1
Density functional theory data (ωB97M-V with the def2-TZVPD basis set) for 5 unconnected molecules or ions with the total composition C35H56F2N4O4Si at a distorted geometry.

Properties
**2S+1**: 1
**SMILES string**: COCCCC[C@@H]1OC(=O)O[C@@H]1C(F)(F)CC[Si](C)(C)c1ccccc1.CCCC#N.CCCC#N.CCCC#N.CCCC#N

Geometry (Å):
C -1.978 -0.034 3.994
O -1.626 1.287 4.473
C -0.209 1.538 4.316
C -0.023 3.145 4.319
C -0.752 3.718 2.996
C 0.434 4.359 2.066
C -0.043 4.483 0.539
O -1.455 4.366 0.208
C -1.413 4.555 -1.233
O -2.152 5.237 -1.954
O -0.260 3.805 -1.705
C 0.739 3.726 -0.629
C 1.174 2.194 -0.443
F 2.186 2.094 0.573
F 1.777 1.801 -1.702
C -0.063 1.278 -0.011
C -0.080 -0.199 -0.641
Si -1.714 -0.608 -1.613
C -1.423 -0.547 -3.526
C -2.170 -2.455 -1.209
C -3.207 0.439 -1.033
C -3.359 0.662 0.526
C -4.477 1.515 1.171
C -5.509 2.196 0.210
C -5.412 1.962 -1.341
C -4.268 1.084 -1.974
H -1.367 -0.316 3.065
H -1.808 -0.858 4.790
H -3.112 -0.018 3.763
H 0.323 1.030 5.199
H 0.250 1.107 3.357
H 1.109 3.355 4.317
H -0.529 3.605 5.245
H -1.287 2.930 2.367
H -1.487 4.531 3.363
H 1.439 3.844 2.220
H 0.563 5.437 2.469
H 0.146 5.608 0.322
H 1.687 4.321 -0.854
H -1.014 1.891 -0.200
H 0.023 1.143 1.136
H -0.070 -0.958 0.237
H 0.819 -0.466 -1.291
H -0.708 -1.411 -3.783
H -0.889 0.429 -3.816
H -2.383 -0.725 -4.130
H -2.604 -2.460 -0.146
H -1.276 -3.160 -1.322
H -3.047 -2.743 -1.904
H -2.585 0.167 1.219
H -4.479 1.632 2.319
H -6.313 2.856 0.678
H -6.207 2.481 -1.994
H -4.209 0.921 -3.103
C 1.846 -6.063 -0.939
C 1.109 -7.070 -1.816
C 0.869 -6.558 -3.238
C 0.029 -5.313 -3.198
N -0.632 -4.332 -3.165
H 1.268 -5.145 -0.807
H 2.020 -6.482 0.055
H 2.815 -5.801 -1.373
H 0.152 -7.318 -1.345
H 1.693 -7.994 -1.864
H 0.352 -7.318 -3.829
H 1.819 -6.333 -3.731
C 6.344 0.720 0.503
C 5.284 1.526 1.247
C 5.594 1.685 2.737
C 5.660 0.334 3.393
N 5.712 -0.728 3.909
H 6.411 -0.304 0.882
H 6.096 0.657 -0.559
H 7.329 1.188 0.597
H 4.314 1.036 1.120
H 5.206 2.517 0.791
H 4.815 2.279 3.221
H 6.549 2.198 2.878
C 8.327 -1.578 -4.608
C 8.626 -0.802 -3.330
C 8.040 -1.463 -2.080
C 6.545 -1.550 -2.201
N 5.368 -1.618 -2.297
H 7.253 -1.634 -4.804
H 8.788 -1.086 -5.468
H 8.719 -2.598 -4.549
H 8.232 0.214 -3.432
H 9.711 -0.715 -3.213
H 8.293 -0.878 -1.192
H 8.448 -2.469 -1.951
C -9.691 0.123 0.427
C -9.381 -0.991 1.421
C -7.977 -0.880 2.019
C -6.949 -0.966 0.927
N -6.141 -1.032 0.066
H -9.021 0.091 -0.436
H -10.711 0.021 0.048
H -9.600 1.107 0.898
H -9.495 -1.957 0.919
H -10.117 -0.960 2.231
H -7.807 -1.690 2.733
H -7.858 0.070 2.548


# 2
Density functional theory data (ωB97M-V with the def2-TZVPD basis set) for 7 unconnected molecules or ions with the total composition C35H57N6O21 at a distorted geometry.

Properties
**2S+1**: 1
**Charge**: +1

Geometry (Å):
C 3.138 1.475 1.114
C 1.827 1.884 2.005
C 0.864 0.594 1.981
N -0.477 0.817 2.613
C -1.550 0.204 2.135
N -2.902 0.351 2.727
C -3.961 -0.204 1.773
C -5.209 0.804 1.873
C -6.194 0.312 3.080
C -7.045 1.569 3.664
N -8.059 2.206 2.774
O -6.825 2.012 4.827
C -3.058 -0.226 0.441
O -3.570 -0.803 -0.784
C -4.128 0.310 -1.505
N -4.357 1.350 -2.094
N -1.738 -0.715 0.979
O -2.013 -2.033 1.303
C -1.241 -2.414 2.438
N -0.901 -2.664 3.580
C -0.719 1.720 3.798
C -0.847 3.264 3.503
C -1.147 4.237 4.691
C -1.327 3.684 6.151
C -1.179 2.139 6.429
C -0.877 1.156 5.237
H 3.887 0.866 1.757
H 2.827 0.804 0.229
H 3.698 2.394 0.730
H 1.359 2.804 1.509
H 2.207 2.115 3.073
H 0.705 0.328 0.861
H 1.435 -0.305 2.443
H -2.810 -0.211 3.605
H -4.239 -1.178 2.304
H -5.818 0.719 0.896
H -4.909 1.886 2.103
H -6.978 -0.430 2.678
H -5.632 -0.238 3.919
H -8.722 2.718 3.391
H -7.506 2.874 2.204
H -2.801 0.891 0.244
H -0.727 3.615 2.421
H -1.242 5.356 4.432
H -1.581 4.413 7.013
H -1.329 1.714 7.494
H -0.783 0.035 5.456
C 0.908 -9.731 2.774
O 1.453 -8.413 2.864
C 0.562 -7.471 3.217
O -0.609 -7.652 3.451
O 1.203 -6.288 3.263
C 0.373 -5.187 3.627
H 1.714 -10.406 2.483
H 0.520 -10.054 3.743
H 0.128 -9.775 2.010
H -0.037 -5.329 4.630
H -0.427 -5.051 2.897
H 0.992 -4.289 3.632
C 4.437 -9.554 -3.595
O 4.322 -8.665 -2.485
C 3.234 -8.872 -1.722
O 2.390 -9.717 -1.904
O 3.249 -7.974 -0.721
C 2.143 -8.077 0.174
H 5.348 -9.296 -4.137
H 4.520 -10.589 -3.253
H 3.587 -9.438 -4.271
H 2.136 -9.052 0.664
H 1.202 -7.902 -0.354
H 2.258 -7.309 0.938
C -0.191 6.007 -5.244
O -1.475 6.064 -4.625
C -2.130 4.889 -4.602
O -1.726 3.840 -5.049
O -3.313 5.085 -3.994
C -4.122 3.913 -3.899
H 0.245 7.006 -5.206
H 0.468 5.324 -4.703
H -0.281 5.710 -6.291
H -3.620 3.146 -3.308
H -4.370 3.533 -4.893
H -5.049 4.186 -3.393
C 3.428 5.995 -10.795
O 2.144 6.053 -10.176
C 1.490 4.878 -10.152
O 1.895 3.832 -10.597
O 0.305 5.074 -9.546
C -0.505 3.903 -9.448
H 3.863 6.995 -10.757
H 4.087 5.312 -10.253
H 3.338 5.697 -11.842
H -0.003 3.136 -8.853
H -0.752 3.521 -10.441
H -1.433 4.177 -8.944
C 3.298 -1.009 8.599
O 3.853 0.302 8.690
C 2.970 1.252 9.048
O 1.797 1.078 9.284
O 3.620 2.427 9.096
C 2.800 3.535 9.465
H 4.098 -1.690 8.305
H 2.908 -1.331 9.567
H 2.516 -1.044 7.836
H 2.391 3.394 10.468
H 1.999 3.681 8.737
H 3.428 4.427 9.471
C 4.116 -0.076 -7.272
O 3.660 0.486 -6.042
C 2.404 0.965 -6.087
O 1.675 0.951 -7.049
O 2.104 1.461 -4.871
C 0.791 2.011 -4.765
H 5.137 -0.429 -7.120
H 3.496 -0.928 -7.560
H 4.126 0.680 -8.061
H 0.036 1.244 -4.954
H 0.668 2.851 -5.452
H 0.662 2.378 -3.746


| no. | energy (eV) | HOMO-LUMO gap (eV) |
| --- | --- | --- |
| 1 | -64658.7064 | 8.76 |
| 2 | -89137.6430 | 7.11 |